[1]
Density functional theory data (ωB97M-V with the def2-TZVPD basis set) for the ion C9H16N3O with charge +1 at a distorted geometry.

Atoms and positions in Å:
H: -2.41014 1.76967 1.00914
C: -2.03417 0.79467 0.69117
H: 1.86112 -2.81823 0.27787
C: -0.14210 -1.23214 -1.78002
C: -2.25116 0.67894 -0.83261
O: -1.40241 1.55766 -1.57871
H: -0.61136 -1.61935 -0.86788
C: -0.14882 1.33835 -1.85390
H: 2.37250 0.89584 -1.71004
H: 0.90059 -2.80968 1.77877
C: 1.63256 -2.26418 1.18743
H: 2.55169 -2.15148 1.76365
H: -0.33579 2.75043 1.48465
H: 0.36500 2.08388 0.00435
H: -0.86798 0.72031 2.29722
H: 1.13490 1.77744 1.57662
C: 1.69055 0.27647 -1.14744
N: -0.65008 0.68106 1.29178
N: 0.39696 0.11869 -1.67109
H: -0.85542 -1.25879 -2.60289
C: -0.08676 -0.71678 1.31564
C: 0.18326 1.89000 1.06259
H: 0.68435 -1.89390 -2.04112
N: 1.10330 -0.94698 0.86163
C: 2.00815 -0.19025 0.06177
H: -2.64176 0.01000 1.14906
H: 3.01293 -0.12808 0.44977
H: -2.19334 -0.35473 -1.16211
H: -3.26657 1.04119 -1.01532

## Properties
Multiplicity   3
⟨S²⟩   2.015
Calculated total energy   -16094.198 eV
Net charge   +1
Gap between HOMO and LUMO (spin up / spin down)   4.57 / 4.26 eV
LUMO energy (spin up / spin down)   -3.9 / -7.1 eV
E_HOMO (spin up / spin down)   -8.46 / -11.35 eV
Energy above the lowest of the compared OMol25 structures with the same formula, charge and spin   453.63 kJ/mol

=====

[2]
Density functional theory data (ωB97M-V with the def2-TZVPD basis set) for a cluster of 2 separate species, C8H10N4 in total at a distorted geometry.

Atoms and positions in Å:
C: 3.32025 -0.64011 -0.58390
H: -4.48929 1.38294 -0.68600
C: 2.04791 1.23392 0.28951
C: -3.65678 0.67807 -0.48726
H: -2.74744 -2.11342 1.17793
H: 3.15250 -0.17609 1.50496
N: -1.46990 0.19070 -0.94509
H: -0.08950 0.55356 0.35201
H: 1.80007 1.87300 1.15150
C: -2.72195 -1.22951 0.52937
H: 4.28924 -0.96107 -0.99021
H: 2.24796 1.89965 -0.56795
H: 4.20042 0.92214 0.59618
N: 2.29335 -1.11113 -1.17063
C: -3.82115 -0.41993 0.35464
C: 0.89693 0.30083 -0.01628
C: -1.56166 -0.87165 -0.14867
H: -4.77686 -0.61605 0.84240
C: 3.26273 0.34875 0.55045
N: 1.03468 -0.79839 -0.61972
H: -0.68505 -1.42213 -0.02037
N: -2.52646 0.97591 -1.11287

## Properties
SMILES   C1=NN=CCC1.c1ccnnc1
Calculated total energy   -14414.776 eV
Net charge   0
Gap between HOMO and LUMO   9.56 eV
LUMO energy   0.6 eV
E_HOMO   -9.00 eV
Energy above the lowest of the compared OMol25 structures with the same formula, charge and spin   363.95 kJ/mol